<A>
Density functional theory data (ωB97M-V with the def2-TZVPD basis set) for an isolated molecule of C5H10N2S.

Geometry as XYZ:
```
18
Properties=species:S:1:pos:R:3:lowdin_charge:R:1
C 1.31782 0.36334 1.32481 -0.04
C 0.60651 0.07785 -0.00134 -0.57
C 1.56539 -0.57110 -0.99599 -0.05
C -0.67291 -0.76276 0.20235 -0.17
C -1.12978 1.39253 -0.37394 -0.24
H 0.61765 0.77242 2.02785 0.08
H 2.11195 1.04782 1.19511 0.06
H 1.74381 -0.58971 1.75460 0.10
H 2.45084 0.04986 -1.12628 0.08
H 1.10275 -0.72261 -1.96009 0.08
H 1.90617 -1.52891 -0.59545 0.08
H -0.84872 -1.46422 -0.60542 0.11
H -0.67667 -1.33500 1.13620 0.12
H -3.39897 -0.53338 -1.16279 -0.14
H -1.78421 2.24325 -0.61925 0.12
N -1.69979 0.27340 0.23263 -0.52
N 0.13419 1.36894 -0.53595 0.11
S -3.34600 -0.08172 0.10296 0.79
```

Summary:
LUMO in eV: 0.738
Charge: 0
HOMO energy in eV: -9.014

=====

<B>
Density functional theory data (ωB97M-V with the def2-TZVPD basis set) for an isolated molecule of C5H10N2S.

Geometry as XYZ:
```
18
Properties=species:S:1:pos:R:3:lowdin_charge:R:1
C -1.34605 -0.83956 2.05689 -0.12
C -0.80290 -0.86607 0.63914 -0.74
C 0.31407 0.08617 0.46134 -0.37
C 1.71085 -0.27741 0.61238 -0.08
C 1.42654 1.24764 -1.28061 -0.29
H -1.70427 0.17202 2.28923 0.08
H -2.18033 -1.49243 2.19747 0.06
H -0.62263 -1.22206 2.79288 0.09
H -0.46585 -1.85193 0.37730 0.09
H -2.43680 0.57802 -0.26682 -0.12
H 0.02511 1.14621 0.69041 0.16
H 2.49218 0.39532 0.95300 0.09
H 2.09572 -1.32727 0.61482 0.13
H 0.81844 1.57961 -2.18198 0.14
H 2.51253 2.74105 -1.51237 0.04
N 1.15446 -0.02666 -0.74208 -0.03
N 2.33606 2.01073 -0.81909 0.09
S -2.04893 -0.66948 -0.62254 0.77
```

Summary:
LUMO in eV: 0.873
Charge: 0
HOMO energy in eV: -9.190

=====

<C>
Density functional theory data (ωB97M-V with the def2-TZVPD basis set) for a structure of composition C5H10N2S.

Geometry as XYZ:
```
18
Properties=species:S:1:pos:R:3:lowdin_charge:R:1
C -0.95057 -0.07542 -0.32833 -0.40
C -0.04914 -0.98741 0.53667 -0.43
C 1.27349 -0.01391 0.55371 -0.44
C 0.92478 1.43521 0.36117 -0.22
C 0.16790 0.88020 -0.90281 -0.49
H -2.40151 0.99147 -0.69808 0.12
H -1.97870 1.27326 0.99932 0.09
H -1.37557 -0.53005 -1.13380 0.08
H -0.42346 -1.10973 1.53254 0.11
H -0.14405 -2.11812 -1.17010 0.14
H 1.30675 -2.92756 0.16073 0.19
H 1.95011 -0.38389 1.23143 0.07
H 1.97710 1.97277 0.25749 0.14
H 0.40343 2.09945 1.16596 0.13
H -0.14980 1.59806 -1.59803 0.08
N -2.21639 0.50318 0.28333 0.03
N 0.11985 -2.39385 0.03138 -0.09
S 1.56576 -0.21365 -1.28258 0.90
```

Summary:
LUMO in eV: 0.683
Charge: 0
HOMO energy in eV: -8.407

=====

The most stable of them is <A>.

=====

<A>
Density functional theory data (ωB97M-V with the def2-TZVPD basis set) for an isolated molecule of C20H22N4O4.

Geometry as XYZ:
```
50
Properties=species:S:1:pos:R:3:lowdin_charge:R:1
C -1.51003 -1.22268 -1.57585 0.00
C -1.63798 -1.84172 -0.23034 -0.33
N -0.72974 -1.98771 0.65179 0.09
N 0.54761 -1.50713 0.46016 0.06
C 0.87946 -0.22526 0.16398 -0.37
O 0.01612 0.63770 -0.00204 0.03
C 2.32674 0.07045 0.10730 -0.05
C 3.28359 -0.91564 -0.01194 0.03
C 4.65487 -0.61977 -0.03562 -0.16
C 5.63772 -1.62719 -0.15409 -0.04
C 6.96482 -1.30771 -0.15777 -0.09
C 7.37042 0.03400 -0.04564 -0.08
C 6.44530 1.03201 0.06509 -0.03
C 5.06370 0.73783 0.07165 -0.16
C 4.08594 1.73762 0.16061 0.05
C 2.73967 1.43782 0.15867 -0.25
O 1.85890 2.44402 0.21628 0.08
H 0.95389 2.06828 0.09954 0.09
H 4.37767 2.77499 0.21513 0.13
H 6.75374 2.06386 0.14813 0.11
H 8.42516 0.26712 -0.04968 0.10
H 7.71305 -2.08136 -0.24669 0.10
H 5.31872 -2.65657 -0.23947 0.11
H 2.99502 -1.95270 -0.11646 0.12
H 1.23409 -2.09578 0.91055 0.14
C -2.95715 -2.46662 0.12345 -0.04
C -4.18742 -1.60189 -0.13183 -0.45
O -4.98048 -1.88832 -1.00725 0.06
N -4.40704 -0.57282 0.72075 -0.05
C -5.61210 0.22158 0.55365 -0.10
C -5.25216 1.72111 0.50922 -0.13
N -3.89336 1.85657 0.05504 -0.10
C -3.58520 2.03033 -1.24373 -0.32
O -2.48606 1.91384 -1.72699 0.03
H -4.46614 2.33777 -1.83727 0.14
C -2.91511 1.33760 0.98868 -0.09
C -3.44400 0.02544 1.61330 -0.10
H -3.95341 0.23358 2.56118 0.13
H -2.61748 -0.65340 1.80818 0.11
H -1.98667 1.17372 0.43868 0.08
H -2.72910 2.07837 1.77370 0.13
H -5.32818 2.16863 1.50508 0.12
H -5.92532 2.25509 -0.16287 0.12
H -6.07616 -0.10071 -0.38097 0.12
H -6.30290 0.01702 1.37970 0.13
H -3.08532 -3.34497 -0.51608 0.14
H -2.93979 -2.79743 1.16327 0.12
H -0.53673 -1.45792 -2.00842 0.10
H -2.30316 -1.56986 -2.23242 0.09
H -1.56736 -0.13218 -1.51218 0.06
```

Summary:
LUMO in eV: -0.073
Charge: 0
HOMO energy in eV: -8.069

=====

<B>
Density functional theory data (ωB97M-V with the def2-TZVPD basis set) for an isolated molecule of C20H22N4O4.

Geometry as XYZ:
```
50
Properties=species:S:1:pos:R:3:lowdin_charge:R:1
C -6.42756 -0.31333 -1.82861 -0.09
H -7.45500 -0.61785 -2.05678 0.09
O -6.37234 0.38705 -0.60232 -0.20
C -6.96088 -0.28023 0.48400 -0.21
C -6.12983 -1.47779 0.98515 -0.14
N -4.74832 -1.09249 1.14471 0.08
C -3.81463 -1.43279 0.22676 -0.47
O -3.97930 -2.26766 -0.63266 0.09
C -2.52908 -0.65287 0.37721 -0.13
C -2.55382 0.67682 0.16969 0.04
C -1.43987 1.60670 0.20120 -0.18
C -0.11529 1.19691 0.07075 0.04
C 0.92896 2.11775 0.12782 -0.18
C 0.63102 3.46820 0.34286 -0.01
C -0.68207 3.88683 0.44311 -0.06
C -1.71303 2.96959 0.36247 -0.02
H -2.73818 3.30101 0.44364 0.12
H -0.90405 4.93387 0.58597 0.11
H 1.43569 4.18584 0.40347 0.12
C 2.31454 1.72597 -0.01456 0.06
C 2.81422 0.63010 -0.62187 -0.11
C 2.05692 -0.32891 -1.31920 -0.21
N 1.51739 -1.12301 -1.95100 0.20
C 4.30679 0.44924 -0.62333 -0.45
O 5.05257 1.32188 -0.22111 0.05
N 4.73271 -0.72488 -1.13272 0.08
H 4.05581 -1.44229 -1.34877 0.13
C 6.11719 -1.11936 -1.07191 -0.14
C 6.36333 -2.13804 0.05832 -0.22
O 5.90243 -1.72026 1.31355 -0.18
C 6.61904 -0.64742 1.88580 -0.10
H 6.27253 -0.57125 2.91459 0.09
H 6.42065 0.29757 1.37058 0.07
H 7.69701 -0.84751 1.87806 0.09
H 7.43995 -2.36701 0.09175 0.12
H 5.81049 -3.05819 -0.15226 0.12
H 6.41454 -1.56694 -2.02400 0.12
H 6.69974 -0.21146 -0.90200 0.12
H 3.05429 2.40608 0.39460 0.13
H 0.10450 0.15231 -0.07363 0.08
H -3.51994 1.12406 -0.04095 0.13
C -1.41138 -1.43174 0.72558 -0.18
N -0.55842 -2.11524 1.07749 0.20
H -4.55890 -0.32413 1.77050 0.15
H -6.14612 -2.29391 0.26012 0.12
H -6.53709 -1.83150 1.93564 0.12
H -7.02929 0.47405 1.27426 0.12
H -7.97457 -0.62435 0.23316 0.12
H -5.78005 -1.19490 -1.82794 0.07
H -6.07967 0.38381 -2.58835 0.09
```

Summary:
LUMO in eV: -0.686
Charge: 0
HOMO energy in eV: -9.179

=====

The most stable of them is <A>.

=====

<A>
Density functional theory data (ωB97M-V with the def2-TZVPD basis set) for a cluster of 2 separate species, CH4O2S in total.

Geometry as XYZ:
```
8
Properties=species:S:1:pos:R:3:lowdin_charge:R:1
S 1.53420 -2.29954 -1.81170 0.48
H 1.61624 -1.85550 -0.55319 -0.23
H 0.71175 -1.29794 -2.13415 -0.24
O -1.84237 1.30751 1.70372 0.09
C -0.73609 1.27920 1.26063 -0.39
O -0.32290 0.44530 0.27959 0.04
H 0.06298 1.92851 1.64608 0.14
H -1.02380 0.49245 -0.39098 0.12
```

Summary:
LUMO in eV: 0.546
Charge: 0
HOMO energy in eV: -9.808

=====

<B>
Density functional theory data (ωB97M-V with the def2-TZVPD basis set) for a cluster of 2 separate species, CH4O2S in total.

Geometry as XYZ:
```
8
Properties=species:S:1:pos:R:3:lowdin_charge:R:1
C 0.90047 -0.97567 0.95204 -0.05
O -0.92364 2.56504 -2.15045 -0.43
O -2.31260 0.69126 -1.48261 -0.43
S -1.26621 1.61089 -1.13701 0.87
H 0.83972 0.10208 0.83428 -0.01
H 1.51777 -1.20274 1.81104 0.01
H 1.33906 -1.40832 0.06727 0.01
H -0.09457 -1.38255 1.10543 0.02
```

Summary:
LUMO in eV: -1.201
Charge: 0
HOMO energy in eV: -12.089

=====

The most stable of them is <A>.

=====

<A>
Density functional theory data (ωB97M-V with the def2-TZVPD basis set) for the ion C10H17N2O with charge +1.

Geometry as XYZ:
```
30
Properties=species:S:1:pos:R:3:lowdin_charge:R:1
C -1.31991 -3.91753 -1.32058 -0.07
N -0.16613 -3.21551 -0.71608 -0.24
C 1.11713 -3.71796 -1.23980 -0.09
C -0.08688 -1.69922 -0.86021 -0.22
H -1.05776 -4.98269 -1.32241 0.09
H -2.18624 -3.81709 -0.64780 0.09
H -1.59322 -3.61888 -2.35344 0.10
H 1.08392 -4.80927 -1.23541 0.09
H 1.36355 -3.34240 -2.27218 0.11
H 1.89526 -3.39325 -0.52640 0.09
H 0.92347 -1.41012 -1.16078 0.14
H -0.71144 -1.35427 -1.70849 0.15
C 0.58700 5.27962 1.58683 -0.04
O 0.09802 4.50512 0.45655 -0.08
C -0.06792 3.15734 0.62008 -0.25
C -0.45489 2.45672 -0.54284 0.03
C -0.43586 1.06253 -0.53988 -0.03
C -0.09089 0.30430 0.57495 -0.19
N -0.29572 -1.16443 0.43578 0.12
C 0.26382 0.98343 1.76512 0.01
C 0.24915 2.41293 1.80258 0.02
H 0.65531 6.30197 1.19892 0.10
H -0.13580 5.22003 2.41927 0.10
H 1.57815 4.91420 1.91020 0.10
H -0.67207 3.04632 -1.44363 0.14
H -0.75821 0.57514 -1.49145 0.12
H 0.42005 -1.76140 0.91283 0.22
H -1.20921 -1.49183 0.27925 0.16
H 0.48736 0.48965 2.71276 0.12
H 0.51995 2.98655 2.70624 0.12
```

Summary:
LUMO in eV: -2.918
Charge: +1
HOMO energy in eV: -12.316

=====

<B>
Density functional theory data (ωB97M-V with the def2-TZVPD basis set) for the ion C10H17N2O with charge +1.

Geometry as XYZ:
```
30
Properties=species:S:1:pos:R:3:lowdin_charge:R:1
C 2.77551 -0.19778 1.35853 0.00
C 2.84431 1.07593 0.52003 -0.16
C -2.22605 0.90225 -0.97437 -0.11
C -2.36384 -0.59853 1.01101 -0.09
C -0.90871 0.27718 -1.42146 -0.12
C -1.03031 -1.30297 0.57473 -0.09
C -0.60282 0.98390 0.83536 -0.10
C -2.09646 0.89917 0.58931 -0.22
C -0.28377 -0.14751 -0.10785 -0.35
C 1.35781 -0.43533 -0.24525 -0.38
N 1.96459 -1.02254 0.82901 0.15
N 1.59577 -1.33224 -1.49413 0.32
O 2.03477 0.81783 -0.57233 -0.05
H 3.49543 -0.26441 2.16894 0.14
H 2.28407 1.96201 1.02413 0.16
H 3.85827 1.42917 0.29485 0.14
H -2.63832 1.77857 -1.32335 0.10
H -2.88323 0.07287 -1.17908 0.10
H -3.25289 -0.84965 0.49310 0.09
H -2.50039 -0.81292 2.06865 0.12
H -1.19897 -0.46479 -2.16539 0.12
H -0.27669 1.17385 -1.77897 0.16
H -0.46605 -1.72658 1.37763 0.11
H -1.45646 -1.98058 -0.06693 0.09
H -0.16021 1.83563 0.52114 0.09
H -0.22983 0.83370 1.78526 0.12
H -2.69285 1.78132 1.03309 0.17
H 1.86630 -0.74434 -2.26356 0.17
H 0.83502 -1.94389 -1.55536 0.14
H 2.35600 -1.99932 -1.33674 0.18
```

Summary:
LUMO in eV: -3.230
Charge: +1
HOMO energy in eV: -13.675

=====

The most stable of them is <B>.